1.
Formula: C5H12N2
Source: OMol25
Level of theory: ωB97M-V/def2-TZVPD

```
19
Properties=species:S:1:pos:R:3:mulliken_charge:R:1
H -1.753 -1.009 -1.827 0.28
N -1.774 -1.876 -1.230 -0.61
N -1.246 -1.815 -0.151 -0.01
C -0.644 -0.498 0.530 0.34
C 0.357 -0.992 1.563 -1.45
C -0.151 0.468 -0.500 0.35
C 0.062 1.903 0.310 -1.51
C 1.130 0.065 -1.211 -1.49
H -1.529 -0.097 1.040 0.42
H -0.097 -1.795 2.140 0.42
H 1.252 -1.395 1.098 0.29
H 0.628 -0.197 2.254 0.36
H -0.944 0.671 -1.230 0.34
H 0.270 2.656 -0.445 0.41
H 0.914 1.824 0.979 0.36
H -0.829 2.186 0.865 0.39
H 1.371 0.788 -1.989 0.44
H 1.965 0.025 -0.516 0.32
H 1.019 -0.913 -1.680 0.35
```

Computed properties:
SMILES = [H]/N=N\[C@@H](C)C(C)C
LUMO level = 0.03666 Eh
Energy relative to the best compared isomer or geometry (same formula, charge and spin) = 2.103 eV
2S+1 = 1
Kohn-Sham gap = 9.3 eV

=====

2.
Formula: C5H12N2
Source: OMol25
Level of theory: ωB97M-V/def2-TZVPD

```
19
Properties=species:S:1:pos:R:3:mulliken_charge:R:1
N -1.016 -1.271 2.029 -0.61
C 0.089 -1.124 1.132 -0.25
C 0.090 0.418 0.669 -0.22
C -0.938 0.893 -0.415 -0.53
C -0.284 0.433 -1.753 -0.56
C 1.180 0.068 -1.394 -0.59
N 1.456 0.395 0.009 -0.49
H -1.511 -0.436 2.002 0.20
H -0.814 -1.536 3.009 0.23
H -0.275 -1.726 0.263 0.18
H 1.175 -1.356 1.569 0.31
H 0.094 1.245 1.405 0.34
H -1.127 1.971 -0.478 0.38
H -2.051 0.510 -0.088 0.22
H -0.842 -0.422 -2.211 0.27
H -0.559 1.277 -2.453 0.29
H 2.094 0.519 -1.897 0.38
H 1.133 -1.113 -1.495 0.17
H 2.108 1.255 0.097 0.28
```

Computed properties:
SMILES = NC[C@@H]1CCCN1
LUMO level = 0.03819 Eh
Energy relative to the best compared isomer or geometry (same formula, charge and spin) = 2.752 eV
2S+1 = 1
Kohn-Sham gap = 9.3 eV